ORCA calculation (ωB97M-V/def2-TZVPD) on 2 unconnected molecules or ions with the total composition H2NO2S in a non-equilibrium geometry.

* E_LUMO (spin up / spin down): 2.43 / 3.94 eV
* energy relative to the best compared isomer or geometry (same formula, charge and spin): 148.5 kcal/mol
* energy: -604.416745 Eh
* Kohn-Sham gap (spin up / spin down): 0.214 / 0.289 hartree
* net charge: -1

Each atom is followed by the atoms it is bonded to, with distances in Å.
Atoms and positions in Å:
1 S 0.73 -0.53 0.28  O2 1.502, N4 1.552, H5 1.490
2 O 1.71 -1.61 -0.08  S1 1.502
3 O 0.39 -0.31 3.09  no bonds
4 N 0.93 0.58 -0.79  S1 1.552, H6 0.996
5 H -0.33 -1.42 -0.29  S1 1.490
6 H 0.06 1.02 -1.00  N4 0.996